The following is a DFT calculation (ωB97M-V with the def2-TZVPD basis set) of C33H66F4Li2N2O41S4 as an isolated structure in a non-equilibrium geometry.

Output
Largest force on an atom, eV/A: 11.8
Gap between HOMO and LUMO, eV: 9.82
Electronic energy, eV: -176836.773

XYZ file:
```
152
Properties=species:S:1:pos:R:3:forces:R:3
Li -0.41369 0.87557 2.96956 0.91 -0.66 1.35
Li -1.74575 2.14368 1.28742 -0.91 0.98 -1.10
N -1.28164 2.68956 3.11648 -4.47 -3.23 1.62
S -0.61074 3.89937 3.64921 6.79 9.63 0.57
O 0.26271 3.72440 4.79332 -1.04 -0.32 -1.54
O -1.30414 5.20971 3.57851 0.56 -3.29 0.57
F 0.33174 4.05975 2.35840 0.62 -0.28 0.28
S -2.57011 2.83777 4.27327 -4.63 -1.41 0.78
O -3.62393 3.67425 3.71763 1.83 -1.56 0.98
O -2.28235 2.86270 5.70303 0.11 0.00 -3.05
F -3.06887 1.33139 4.00630 0.16 0.86 0.14
N -0.55175 0.51256 1.04005 -6.53 -3.04 -0.74
S 0.73586 0.33216 0.33381 11.63 1.63 -0.62
O 0.85477 0.53232 -1.09800 -0.87 -0.78 1.73
O 1.66581 -0.61216 1.00218 -2.45 2.03 -1.81
F 1.14723 1.81800 0.92159 0.92 -0.35 -0.40
S -1.34391 -0.68134 0.09018 -4.36 -4.10 -0.77
O -0.83598 -2.07892 0.03979 -0.25 4.09 0.47
O -1.92614 -0.15022 -1.13097 1.04 -0.30 2.33
F -2.56515 -0.86254 1.15023 0.73 0.56 -0.80
C -1.09302 -3.90144 -2.64927 -0.28 1.35 0.13
O 0.15238 -3.99760 -1.95552 1.96 1.19 0.37
C 1.03656 -2.94341 -2.17267 0.69 0.24 -0.01
O 0.89383 -2.07338 -3.02040 0.21 -1.59 1.57
O 2.14182 -3.04070 -1.30273 -2.59 -0.56 -1.43
C 3.26352 -2.18357 -1.53521 -0.12 1.11 -0.80
H -0.92165 -3.90535 -3.72570 -0.22 -0.34 0.07
H -1.55776 -2.95273 -2.38083 0.06 0.24 -0.24
H -1.81180 -4.62576 -2.26609 0.65 -0.52 -0.21
H 3.11537 -1.16012 -1.19068 -0.22 -0.24 0.98
H 3.41341 -1.93180 -2.58509 0.14 -0.96 -0.38
H 4.13511 -2.65526 -1.08139 -0.25 0.10 -0.08
C 1.57264 1.19613 6.59944 0.05 -0.97 0.77
O 2.66638 1.32716 5.69267 0.88 0.60 -1.37
C 2.56482 1.28308 4.34003 -3.15 -1.63 0.75
O 1.47916 0.93696 3.79505 2.82 1.41 0.46
O 3.76257 1.47303 3.81756 -0.28 0.79 -0.55
C 3.93084 1.60826 2.37532 -0.43 -1.41 -1.14
H 1.83111 0.38961 7.28561 0.17 -0.54 -0.34
H 0.61831 0.92438 6.14832 0.12 0.60 -0.22
H 1.56282 2.01073 7.32362 -0.31 0.67 -0.88
H 3.72134 2.56326 1.89346 -0.21 0.40 1.02
H 3.32734 0.86642 1.85229 -0.32 0.02 0.35
H 4.92961 1.30433 2.06197 0.25 0.17 0.90
C 6.34793 -0.37242 4.66367 -0.09 -0.03 -1.05
O 5.38414 -1.46279 4.75466 0.30 0.33 -1.48
C 5.00798 -2.03904 3.57735 0.33 2.23 -3.30
O 5.13281 -1.61152 2.39699 0.25 -0.73 3.72
O 4.38511 -3.13879 3.84901 0.46 0.59 2.81
C 3.90382 -4.00520 2.90436 -0.13 -1.34 -0.94
H 6.41122 0.08914 3.67824 -0.61 -0.36 -0.32
H 7.34570 -0.79734 4.77322 -0.10 0.16 0.83
H 6.04374 0.45539 5.30421 0.21 -0.60 0.51
H 4.65880 -4.25176 2.15783 -0.09 0.27 -0.22
H 2.99530 -3.61326 2.44712 0.00 -0.24 -0.12
H 3.76418 -4.89873 3.51281 -0.63 -0.18 -0.49
C 7.17515 1.73819 -0.19674 -0.20 -2.61 0.53
O 6.30876 2.82167 -0.20434 -0.77 0.69 -0.66
C 5.05659 2.62111 -0.69242 -1.00 -2.51 -1.13
O 4.50142 1.61553 -1.22210 2.63 2.90 1.95
O 4.46686 3.76814 -0.48705 -1.96 1.02 0.04
C 3.04984 3.85696 -0.84033 0.20 0.91 -0.63
H 7.23943 1.26287 -1.17553 0.15 0.07 0.03
H 6.73083 1.03073 0.50339 -0.07 -0.66 -0.23
H 8.15811 1.86055 0.25815 -0.08 1.24 -0.44
H 2.88518 3.45971 -1.84191 -0.05 -0.64 0.37
H 2.79264 4.90899 -0.96353 0.58 0.22 0.28
H 2.36731 3.50637 -0.06616 0.45 -0.63 -0.13
C -0.75010 3.16322 -2.51165 -0.85 -2.14 -0.97
O -0.46471 4.36426 -1.92303 0.32 1.96 1.14
C -1.01901 4.70547 -0.77855 -0.08 0.68 2.48
O -1.69418 4.03602 0.01224 0.94 0.16 -1.49
O -0.64705 5.97381 -0.51780 0.78 -2.03 -2.85
C -0.89260 6.60486 0.66314 -1.08 0.94 2.51
H 0.15045 2.79064 -2.99980 -0.09 0.03 0.07
H -1.53489 3.31253 -3.25321 0.05 -0.05 -0.20
H -1.12692 2.41769 -1.81144 0.21 -0.02 0.12
H -0.27703 6.32361 1.51759 0.57 -0.29 -0.43
H -1.88764 6.37924 1.04665 -0.30 0.33 -0.26
H -0.73844 7.66536 0.46393 -0.27 -0.07 0.12
C -4.12866 2.13703 -2.01436 0.96 -0.70 -1.85
O -5.15046 1.87059 -1.10306 -1.18 0.65 4.19
C -4.90388 1.88040 0.27574 0.64 0.32 -1.25
O -3.76963 1.97521 0.77287 -2.67 -0.46 -0.60
O -6.13089 1.79966 0.91187 2.60 0.34 -2.86
C -6.19389 1.59890 2.27096 -1.04 -0.16 2.78
H -4.56918 2.45732 -2.95852 -0.59 -0.13 0.16
H -3.69697 1.16050 -2.23376 0.73 0.35 -0.04
H -3.39848 2.92718 -1.83940 -0.10 -0.29 1.10
H -5.50632 2.13240 2.92726 0.66 -0.12 -0.64
H -6.28334 0.54873 2.54888 0.68 -0.29 -0.29
H -7.15475 1.96467 2.63297 -0.24 0.33 -0.53
C -3.52290 -1.66557 3.85235 -1.67 0.63 -0.05
O -2.35729 -2.40405 4.17728 -0.19 -0.32 -0.48
C -1.23505 -1.74941 4.30681 0.80 -0.08 0.01
O -1.13946 -0.54960 4.10703 0.76 -0.20 -0.09
O -0.27231 -2.60588 4.67400 -2.04 0.59 0.33
C 1.04760 -2.15174 4.64472 1.66 0.05 -0.61
H -4.14101 -2.23263 3.15630 0.08 -0.69 0.54
H -3.50511 -0.71006 3.32815 1.39 -0.08 0.17
H -4.03860 -1.43553 4.78468 -0.22 -0.36 -0.04
H 1.22925 -1.14901 5.03155 -0.48 -0.02 -0.16
H 1.34482 -2.23433 3.59928 0.40 0.48 -0.06
H 1.69011 -2.83585 5.19904 -0.43 -0.18 0.13
C -0.64308 0.00411 -4.72882 0.47 -0.02 0.66
O -0.46051 1.24786 -5.41333 -1.56 1.03 -0.49
C -1.61341 1.97888 -5.66929 -0.24 -2.53 1.31
O -2.72007 1.75310 -5.18986 1.54 0.60 -0.63
O -1.27471 2.87070 -6.54377 0.55 1.21 -1.21
C -2.20092 3.80076 -7.11989 0.14 0.21 -0.10
H -0.58677 0.16992 -3.65298 -0.60 0.05 0.13
H 0.24391 -0.60690 -4.89619 -0.19 0.10 -0.58
H -1.56705 -0.48117 -5.04326 0.12 -0.01 0.18
H -2.87506 4.18237 -6.35307 -0.08 -0.04 -0.26
H -2.70689 3.41202 -8.00363 -0.37 -0.67 0.47
H -1.60088 4.58799 -7.57631 0.21 0.14 0.63
C 4.15519 -1.73580 -7.61492 0.38 -0.17 0.26
O 3.21162 -0.98355 -6.83943 -0.17 -0.52 -2.04
C 3.64795 -0.57643 -5.67943 2.74 -0.03 1.70
O 4.69241 -0.92183 -5.11663 -1.79 0.41 -0.83
O 2.80969 0.33727 -5.28759 -1.36 1.29 1.54
C 2.96176 1.07765 -4.04245 0.55 -0.17 -0.04
H 3.86403 -1.83045 -8.66104 -0.88 -0.09 0.37
H 4.24192 -2.69217 -7.09924 0.46 -0.09 -0.48
H 5.10434 -1.20637 -7.69805 0.13 -0.11 0.61
H 2.76672 0.53650 -3.11658 -0.26 -0.62 -0.40
H 2.24227 1.89450 -4.09887 0.15 -0.08 -0.26
H 3.98266 1.44071 -3.92394 -0.03 0.11 -0.33
C -4.12414 -5.43299 1.96088 0.68 0.61 -0.06
O -3.18532 -5.76336 3.00422 0.96 0.45 0.30
C -1.83495 -5.48052 2.93005 0.80 -1.05 0.44
O -1.07755 -5.67196 3.87821 -1.87 0.60 -2.12
O -1.44674 -5.12096 1.67298 -0.83 -0.78 0.83
C -0.03006 -5.03221 1.40085 -0.25 1.20 0.80
H -3.72889 -5.74270 0.99343 -0.28 -0.09 0.04
H -4.30603 -4.35835 1.94791 0.34 0.20 -0.10
H -5.10560 -5.84633 2.19326 0.44 -0.59 0.15
H 0.54699 -5.94092 1.57215 -0.51 -0.26 -0.26
H 0.34087 -4.30054 2.11860 0.34 0.12 -0.15
H 0.01923 -4.61396 0.39549 0.23 -0.36 0.12
C -5.54188 -2.03301 -0.53758 -1.24 0.78 -0.69
O -4.82708 -2.22869 -1.77398 1.32 -0.31 0.56
C -5.36234 -2.89623 -2.78803 0.08 0.02 -1.56
O -6.49462 -3.29692 -2.84708 0.58 -0.06 -0.15
O -4.38868 -2.99864 -3.80031 -0.59 0.82 3.43
C -4.69776 -3.31449 -5.12143 -0.25 -1.08 -0.33
H -4.97775 -1.39086 0.13881 0.58 -0.30 -0.41
H -5.88528 -2.91821 -0.00222 0.37 -0.35 -0.45
H -6.42342 -1.44955 -0.80320 -0.25 -0.11 0.15
H -4.66580 -2.39931 -5.71263 -0.35 -0.21 -0.16
H -5.60511 -3.91542 -5.18224 -0.41 0.57 -0.16
H -3.92568 -4.01382 -5.44225 0.26 0.28 -0.20
```
Forces are in eV/Å.